{"formula": "C35H41BrF4N4NdO4PSi", "method": "ωB97M-V/def2-TZVPD", "species": ["Nd", "N", "C", "C", "C", "C", "N", "C", "N", "N", "C", "O", "O", "H", "H", "H", "H", "H", "H", "H", "H", "H", "H", "H", "H", "H", "H", "F", "C", "C", "F", "C", "F", "C", "P", "C", "C", "C", "C", "C", "C", "C", "C", "C", "C", "C", "C", "C", "Br", "C", "F", "H", "H", "H", "H", "H", "H", "H", "H", "H", "H", "C", "C", "O", "C", "C", "C", "C", "C", "C", "H", "H", "H", "H", "H", "H", "H", "H", "C", "Si", "C", "C", "O", "H", "H", "H", "H", "H", "H", "H", "H", "H"], "xyz": [[0.405361, -0.555113, 0.262971], [-1.000661, 2.690328, -0.409045], [-0.527109, 2.780409, 0.969286], [0.014920, 4.164046, 1.368876], [0.779958, 4.199367, 2.694308], [-0.075272, 3.950272, 3.937608], [-0.264132, 2.525592, 4.152855], [-1.051999, 1.961737, 5.053233], [-1.092810, 0.631294, 5.117696], [-1.785702, 2.693640, 5.893002], [0.522565, 1.670846, 1.070744], [0.484475, 0.875144, 2.056057], [1.288658, 1.444177, 0.111900], [-0.255840, 2.980787, -1.040146], [-1.786238, 3.320003, -0.546134], [-1.362292, 2.499974, 1.624900], [-0.828853, 4.854810, 1.421034], [0.682314, 4.508152, 0.575603], [1.225576, 5.189491, 2.790026], [1.602052, 3.480953, 2.670577], [-1.047505, 4.442488, 3.822148], [0.431921, 4.385244, 4.806651], [0.201526, 1.898743, 3.495171], [-0.625149, 0.061539, 4.426632], [-1.774552, 0.160245, 5.689171], [-1.662254, 3.688439, 5.957032], [-2.379625, 2.258594, 6.578400], [-6.446542, -1.083952, -3.005331], [-5.158229, -0.832374, -2.871465], [-4.327424, -0.769015, -3.992327], [-4.827365, -0.919240, -5.206231], [-2.961121, -0.558496, -3.821020], [-2.174873, -0.530815, -4.893690], [-2.393701, -0.360478, -2.564077], [-0.557289, -0.222487, -2.360540], [-0.096874, -1.797205, -3.182442], [-0.110110, -2.913136, -2.338463], [0.196497, -4.163076, -2.842124], [0.534520, -4.305107, -4.180876], [0.562760, -3.199539, -5.013621], [0.246849, -1.943247, -4.522057], [-0.197015, 1.141643, -3.500650], [1.019549, 1.208305, -4.172992], [1.292995, 2.293434, -4.987426], [0.377057, 3.327520, -5.099759], [-0.816649, 3.282985, -4.396236], [-1.105210, 2.194396, -3.595724], [-3.250769, -0.365556, -1.466683], [-2.587028, 0.022914, 0.287177], [-4.610402, -0.621036, -1.605448], [-5.384630, -0.664939, -0.530889], [-0.374217, -2.794029, -1.278555], [0.173221, -5.026392, -2.196450], [0.771235, -5.281053, -4.571646], [0.824722, -3.313410, -6.053956], [0.256917, -1.090266, -5.183117], [1.738106, 0.408091, -4.066365], [2.216951, 2.330664, -5.544070], [0.591087, 4.169902, -5.737101], [-1.528742, 4.089807, -4.479301], [-2.036236, 2.149812, -3.047058], [4.109328, -0.974340, -2.399698], [3.242353, -1.017526, -1.190614], [2.009836, -1.100851, -1.293342], [3.846423, -0.961246, 0.146692], [3.135830, -1.538124, 1.219162], [3.659390, -1.471099, 2.498765], [4.874756, -0.834844, 2.726309], [5.581947, -0.280661, 1.669960], [5.076674, -0.342269, 0.383938], [3.595283, -1.446688, -3.236190], [5.070852, -1.449537, -2.225716], [4.291917, 0.070764, -2.656216], [2.249293, -2.171897, 1.026474], [3.129336, -1.944358, 3.311168], [5.285973, -0.786861, 3.721955], [6.533722, 0.195057, 1.844167], [5.614552, 0.108523, -0.435519], [-2.169650, -4.309563, 2.112774], [-1.212402, -2.735296, 2.573025], [-2.526440, -1.467279, 3.200325], [-0.037116, -3.058857, 4.057675], [-0.409469, -2.150494, 1.312959], [-2.670119, -4.724001, 2.980505], [-1.509255, -5.071988, 1.713812], [-2.925583, -4.099231, 1.362280], [-2.754225, -1.611033, 4.250436], [-3.452485, -1.599447, 2.652747], [-2.218536, -0.434127, 3.046802], [-0.594004, -3.075350, 4.989216], [0.754341, -2.313945, 4.153291], [0.440106, -4.029257, 3.952818]], "forces_ev_per_angstrom": [[-0.42, -3.96, -0.88], [0.08, 0.38, -0.08], [0.07, 0.11, -0.23], [0.16, -0.34, 0.16], [-0.29, 0.14, -0.06], [0.12, 0.38, 0.21], [0.05, -0.18, -0.08], [0.17, 0.08, -0.06], [-0.07, -0.25, 0.15], [0.01, 0.01, -0.03], [-0.12, 3.09, 1.10], [-0.09, 0.14, 0.82], [0.78, 1.95, -0.15], [-0.14, 0.00, 0.00], [0.04, -0.06, -0.05], [0.21, 0.00, -0.03], [0.00, 0.04, -0.11], [-0.04, 0.01, -0.02], [0.05, -0.05, 0.06], [0.16, 0.04, 0.08], [0.04, 0.01, 0.03], [-0.11, -0.04, -0.05], [-0.18, -0.01, 0.23], [-0.06, 0.17, 0.06], [0.04, 0.05, 0.00], [-0.02, 0.04, -0.05], [0.06, -0.01, 0.02], [0.11, 0.07, 0.00], [0.41, 0.07, 0.03], [0.16, 0.01, 0.22], [-0.02, -0.06, 0.12], [-0.13, 0.06, 0.31], [-0.32, -0.01, -0.12], [0.10, 0.06, 0.22], [-1.42, -0.34, -1.92], [0.11, 0.18, 0.22], [-0.08, 0.34, 0.00], [-0.02, -0.07, 0.08], [-0.02, 0.02, 0.08], [0.03, -0.01, -0.02], [-0.01, 0.03, 0.19], [0.23, 0.03, 0.37], [-0.12, -0.01, 0.12], [0.04, 0.08, -0.06], [0.03, 0.00, -0.02], [-0.02, 0.04, -0.01], [0.08, -0.15, 0.00], [0.05, 0.07, -0.18], [-0.94, -0.30, -0.33], [0.36, 0.06, -0.05], [-0.23, 0.01, -0.01], [0.00, -0.25, -0.31], [0.00, -0.11, 0.08], [0.04, -0.13, -0.06], [0.02, -0.02, -0.11], [-0.02, 0.03, -0.04], [0.07, -0.06, -0.06], [0.10, 0.02, -0.02], [0.04, 0.10, -0.09], [-0.05, 0.08, -0.04], [-0.07, 0.04, -0.03], [-0.18, -0.07, -0.14], [0.26, -0.01, -0.06], [1.17, -0.25, -0.58], [-0.21, -0.15, 0.50], [0.14, -0.19, -0.31], [-0.17, -0.05, -0.01], [-0.07, 0.00, -0.14], [-0.03, 0.03, 0.00], [-0.37, -0.16, -0.16], [-0.01, 0.03, 0.03], [0.01, -0.02, 0.02], [0.02, 0.11, -0.03], [0.53, 0.25, 0.21], [0.00, -0.05, 0.11], [0.01, -0.04, 0.13], [0.09, 0.07, 0.05], [0.12, 0.02, -0.06], [0.57, 0.71, 0.17], [-1.21, -0.97, 1.76], [0.57, -0.42, -0.49], [-0.40, 0.12, -0.79], [0.41, -0.37, -0.13], [-0.12, -0.09, 0.22], [0.16, -0.17, -0.06], [-0.14, 0.10, -0.14], [-0.01, -0.10, 0.28], [-0.22, -0.04, -0.11], [0.01, 0.15, 0.04], [-0.13, -0.04, 0.18], [0.05, 0.13, -0.03], [0.14, -0.15, -0.01]], "total_charge": 2, "spin_multiplicity": 4, "e_homo_ev": [-13.46, -13.45], "lumo_energy_ev": [-5.52, -5.50], "largest_force_ev_per_a": 4.077, "e_tot_ev": -164459.524}